Entry 1:
84
Properties=species:S:1:pos:R:3 method="wB97M-V/def2-TZVPD" lumo_ev=1.87 e_homo_ev=-3.90 e_above_lowest_ev=2.189 orbital_gap_ev=5.77 total_charge=-1
Pb 0.695 -0.069 0.315
C 2.242 -3.823 -1.512
C 0.876 -3.690 -0.828
C 0.216 -5.059 -0.581
O 0.861 -2.707 0.184
H 2.227 -4.473 -2.387
H 2.990 -4.306 -0.884
H 2.593 -2.832 -1.799
H 0.159 -3.340 -1.571
H 0.687 -5.651 0.203
H 0.357 -5.634 -1.497
H -0.855 -4.919 -0.435
C -1.809 1.438 -3.501
C -1.000 1.114 -2.310
C -0.473 2.347 -1.437
O 0.076 2.120 -0.377
C -0.770 3.728 -1.870
C -1.505 3.869 -2.996
C -1.984 2.696 -3.883
O -2.773 2.885 -4.897
O -1.729 5.108 -3.315
O -0.825 -0.030 -1.913
H -2.072 0.652 -4.193
H -0.479 4.599 -1.302
C 1.745 4.728 3.535
C 1.765 5.289 2.091
C 2.702 4.568 1.219
S 2.996 2.916 2.028
O 4.411 2.876 2.512
O 2.515 1.775 1.283
C 1.893 3.263 3.425
H 0.862 5.023 4.103
H 2.585 4.959 4.190
H 1.856 6.366 1.946
H 0.768 5.216 1.655
H 3.600 5.165 1.056
H 2.283 4.253 0.264
H 2.265 2.717 4.292
H 0.933 2.865 3.096
C -4.117 -0.985 -1.443
C -4.233 -2.524 -1.157
C -2.999 -2.666 -0.231
S -2.983 -1.316 0.926
O -1.587 -0.879 1.024
O -3.706 -1.730 2.144
C -3.983 -0.247 -0.102
H -4.898 -0.621 -2.110
H -3.248 -0.799 -2.074
H -4.043 -3.223 -1.971
H -5.222 -2.783 -0.777
H -2.047 -2.533 -0.744
H -2.927 -3.580 0.358
H -3.733 0.814 -0.099
H -4.956 -0.296 0.386
C 2.189 -1.356 -5.335
C 3.330 -1.947 -4.502
C 3.920 -0.869 -3.476
S 2.440 0.305 -3.166
O 2.785 1.589 -3.771
O 2.026 0.132 -1.800
C 1.293 -0.588 -4.269
H 1.641 -2.165 -5.817
H 2.533 -0.642 -6.083
H 4.030 -2.381 -5.215
H 2.965 -2.823 -3.965
H 4.710 -0.240 -3.885
H 4.186 -1.322 -2.522
H 0.554 0.189 -4.464
H 0.907 -1.382 -3.630
C -2.084 -0.532 5.838
C -1.107 -1.795 5.621
C 0.035 -1.405 4.575
S -0.146 0.304 4.154
O 0.046 0.491 2.686
O 0.497 1.182 5.090
C -1.926 0.340 4.578
H -1.949 -0.018 6.790
H -3.103 -0.901 5.957
H -1.616 -2.660 5.194
H -0.533 -2.019 6.520
H -0.139 -1.731 3.550
H 1.013 -1.596 5.016
H -2.395 -0.150 3.725
H -2.303 1.362 4.567

Entry 2:
79
Properties=species:S:1:pos:R:3 method="wB97M-V/def2-TZVPD" lumo_ev="0.40 / 0.39" multiplicity=2 e_homo_ev="-6.05 / -8.21" e_above_lowest_ev=0.000 orbital_gap_ev="6.44 / 8.60" total_charge=0
C -0.773 2.491 -2.517
C -1.430 2.967 -1.262
H -1.460 2.523 -3.374
H -0.410 1.454 -2.392
H 0.115 3.103 -2.768
C -2.647 3.541 -1.192
C -3.493 3.935 -2.352
H -3.059 3.785 -0.213
H -3.116 3.574 -3.315
H -3.598 5.028 -2.421
H -4.511 3.547 -2.218
Ti 0.443 -0.253 0.361
Cl 2.322 1.028 0.530
Cl 0.710 -0.938 -1.794
H 3.518 -4.147 2.928
H 5.380 -3.548 1.269
C 2.791 -4.089 2.107
C 4.603 -3.516 0.494
N 3.306 -3.190 1.077
H 1.835 -3.734 2.475
C 2.617 -2.141 0.682
O 1.476 -1.845 1.168
H 4.867 -2.747 -0.242
H 3.056 -1.499 -0.096
H 2.687 -5.101 1.692
H 4.580 -4.493 -0.007
H -2.674 0.308 -1.969
H -4.420 1.233 -0.164
C -2.813 -0.679 -1.502
C -4.480 0.172 0.126
N -3.220 -0.521 -0.103
H -1.893 -1.261 -1.578
C -2.468 -0.924 0.913
O -1.252 -1.273 0.796
H -4.743 0.106 1.186
H -2.943 -0.920 1.908
H -3.630 -1.189 -2.028
H -5.266 -0.299 -0.473
O -0.632 1.236 0.136
C -0.614 2.655 -0.029
C -2.082 2.895 2.045
C -1.034 3.372 1.268
H -2.609 1.988 1.727
C -2.482 3.600 3.187
H 0.435 2.901 -0.241
C -0.396 4.572 1.616
H -3.289 3.194 3.801
C -1.865 4.805 3.522
C -0.832 5.304 2.722
H 0.407 4.934 0.970
H -2.181 5.356 4.408
H -0.363 6.260 2.955
Si 2.061 -3.259 -5.694
Cl 0.848 -1.756 -6.510
C 0.859 -4.544 -5.066
C 2.994 -2.255 -4.440
C 3.245 -4.093 -6.926
H 0.073 -4.069 -4.469
H 1.370 -5.290 -4.448
H 0.383 -5.066 -5.907
H 2.693 -4.640 -7.701
H 3.883 -4.815 -6.395
H 3.898 -3.354 -7.408
H 2.298 -1.706 -3.794
H 3.633 -1.523 -4.953
H 3.627 -2.889 -3.811
N 0.438 0.699 6.957
C 0.444 0.555 5.610
C -0.760 0.590 4.867
C -0.709 0.377 3.487
N 0.426 0.183 2.805
C 1.573 0.143 3.511
C 1.638 0.308 4.890
H -0.406 0.871 7.467
H 1.303 0.662 7.492
H -1.708 0.748 5.370
H -1.640 0.334 2.908
H 2.471 0.013 2.926
H 2.596 0.217 5.412